ORCA calculation (wB97M-V/def2-TZVPD) on a molecular structure, C22H46F14N3O26S8Zr.

Element x y z (Å)
Zr 1.7787 -0.2343 2.5479
C 5.5082 4.1119 3.8605
F 6.6381 4.0001 4.6165
F 4.4134 3.8882 4.5498
F 5.4753 5.3503 3.3440
S 5.6097 2.8349 2.3852
O 6.8377 3.1421 1.6432
O 5.4760 1.5258 2.9962
N 4.0750 3.1429 1.6017
S 4.4671 4.0795 0.4563
O 5.4803 5.1440 0.5802
O 4.7333 3.2042 -0.6875
C 2.7406 4.9213 0.1985
F 2.1566 5.1642 1.3671
F 2.7256 6.0228 -0.4933
F 1.9902 4.0033 -0.4328
C -4.0233 -0.1937 3.9297
F -4.2892 0.5779 4.9954
F -5.1433 -0.7037 3.4456
F -3.4157 0.5202 3.0010
S -2.9449 -1.7810 4.3662
O -3.6392 -2.6775 5.3585
O -2.6610 -2.3051 3.0292
N -1.4847 -0.9434 4.8795
S -1.6660 -0.6858 6.4131
O -0.7850 0.5055 6.6557
O -2.9590 -0.5936 7.0210
C -0.8923 -2.1550 7.3228
F -0.1978 -2.9533 6.5911
F -0.0787 -1.6974 8.3017
F -1.7936 -2.9534 7.8876
N 0.4126 -0.3811 0.9840
S -0.1691 0.6138 -0.1581
O -1.3743 1.3728 0.2056
O 0.2280 0.4632 -1.5385
F 0.9439 1.7320 0.2893
S -0.7353 -1.5176 0.2591
O -0.3229 -2.0892 -1.0187
O -2.1330 -1.2497 0.5893
F -0.3008 -2.7013 1.2647
C -0.4193 1.9035 -4.4127
C -1.3045 1.1012 -5.3998
C -2.5661 1.9140 -5.8005
S -2.1071 3.7060 -5.5461
O -2.9573 4.3042 -4.4925
O -1.9341 4.1883 -6.8751
C -0.4574 3.3807 -4.9184
H 0.6236 1.6088 -4.2960
H -0.7704 1.8457 -3.3824
H -1.6841 0.2011 -4.9163
H -0.8052 0.6669 -6.2660
H -3.4791 1.7414 -5.2307
H -2.8814 1.8206 -6.8398
H -0.3172 4.1126 -4.1229
H 0.1617 3.5112 -5.8060
C -6.0172 0.3219 -0.6537
C -5.9291 -0.6927 -1.8327
C -5.1990 -0.0086 -2.9907
S -3.8630 0.9148 -2.1491
O -3.7493 2.3140 -2.5832
O -2.6730 0.0269 -2.0649
C -4.6327 0.8983 -0.4670
H -6.4175 -0.1825 0.2258
H -6.7260 1.1026 -0.9298
H -6.9296 -1.0066 -2.1304
H -5.4258 -1.6122 -1.5339
H -5.8482 0.7557 -3.4179
H -4.8455 -0.6288 -3.8144
H -4.6430 1.9535 -0.1940
H -4.0093 0.3240 0.2183
C 4.0837 -3.6447 -3.5135
C 2.6804 -4.1415 -3.1111
O 1.9388 -3.0147 -2.8130
O 4.1521 -3.1127 -4.8230
H 4.6307 -4.5862 -3.5626
H 4.5489 -3.1718 -2.6486
H 2.5908 -4.7960 -2.2440
H 2.0537 -4.6603 -3.8365
H 1.0245 -3.1888 -3.0483
H 3.9522 -3.7236 -5.5361
C 3.5570 -0.0422 -1.1352
C 4.3750 0.2187 0.1771
O 3.3909 0.5897 1.1675
O 2.6837 -1.1564 -0.9498
H 4.1053 -0.4517 -1.9835
H 3.0020 0.8256 -1.4917
H 5.2045 0.9235 0.1190
H 4.9894 -0.6406 0.4458
H 3.6587 1.4816 1.4006
H 2.5676 -1.7301 -1.7107
C -0.3601 2.1161 3.4052
C 0.9268 2.8488 3.0264
O 2.0103 2.0219 2.6804
O -0.1164 0.7056 3.4796
H -1.0988 2.2536 2.6155
H -0.8810 2.4409 4.3059
H 1.1507 3.7301 3.6273
H 0.7318 3.3021 2.0545
H 2.6838 2.5706 2.2719
H -0.8473 0.3575 3.9956
C 1.4836 -3.1135 3.8286
C 2.3793 -3.4299 2.5609
O 2.5460 -2.1794 1.8673
O 0.7845 -1.8094 3.7338
H 1.9913 -3.0844 4.7927
H 0.7346 -3.8278 4.1704
H 1.8254 -4.1179 1.9221
H 3.3042 -3.9005 2.8943
H 3.1034 -2.3777 1.1113
H -0.0129 -1.7938 4.2683
C -1.9844 -3.0170 -4.0918
C -2.8503 -3.1073 -2.8929
O -3.2330 -4.3894 -2.6902
O -0.7698 -3.6489 -3.8286
H -1.9504 -1.9584 -4.3493
H -2.4243 -3.5066 -4.9607
H -3.7648 -2.6624 -3.2851
H -2.5422 -2.4954 -2.0451
H -3.8818 -4.4361 -1.9842
H -1.0031 -4.4605 -3.3721

Output
- 2S+1 = 2
- ⟨S²⟩ = 0.75
- F_max (eV Å⁻¹) = 9.81
- total energy (Eh) = -7616.7087
- LUMO level (alpha / beta) (eV) = -2.2 / -2.2

Here are the Löwdin charges for atoms 1 to 6, given in e: 1.87, -0.61, 0.13, 0.16, 0.13, 0.74

ORCA calculation (wB97M-V/def2-TZVPD) on a molecular structure, C19H18NOSV.

Element x y z (Å)
C 1.7135 3.4953 -1.3592
C 2.6383 2.8208 -0.4861
C 2.2342 1.4538 -0.3755
H 3.5154 3.2525 -0.0158
C 1.0718 1.2750 -1.2145
C 0.7207 2.5575 -1.7769
H -0.1151 2.7814 -2.4328
H 1.8131 4.5099 -1.7373
H 2.7647 0.6642 0.1490
H 0.5744 0.3366 -1.4289
C -1.0510 1.9244 2.0758
C -1.3326 3.3189 1.9210
C -1.7363 3.5512 0.5647
H -1.4144 4.0372 2.7320
C -1.7212 2.3038 -0.1288
C -1.2951 1.2864 0.8082
H -1.3213 0.2189 0.6241
H -0.8390 1.4169 3.0189
H -2.1351 4.4904 0.1888
H -2.0543 2.1386 -1.1504
V 0.4925 2.6288 0.3700
O 0.0788 -1.1716 0.0075
C 1.1696 -1.8230 0.6398
C 0.6540 -2.4869 -0.6153
H 2.1117 -1.2739 0.5486
H 0.9043 -2.3102 1.5861
H 1.2229 -2.3063 -1.5390
H 0.5988 -4.5897 -2.3270
C -0.0642 -4.7358 -1.4745
C -0.1791 -3.6924 -0.5195
C -1.0572 -3.8799 0.5657
H -1.1871 -3.0786 1.2980
C -1.7529 -5.0735 0.7241
H -2.4081 -5.2109 1.5899
C -1.6049 -6.1178 -0.2032
H -2.1387 -7.0608 -0.0624
C -0.7542 -5.9316 -1.3081
H -0.6212 -6.7431 -2.0252
S 1.3980 4.4620 1.6271
C 0.7549 5.7865 0.8168
N 0.3515 6.7754 0.3241

Output
- 2S+1 = 4
- relative energy (zero: lowest compared OMol25 entry of this formula, charge and spin) (kcal/mol) = 0.00
- ⟨S²⟩ = 3.77
- net charge = -1
- F_max (eV Å⁻¹) = 3.19
- total energy (Eh) = -2206.9533
- LUMO level (alpha / beta) (eV) = 2.4 / 2.4

Here are the Löwdin charges for atoms 1 to 6, given in e: -0.19, -0.23, -0.19, 0.09, -0.20, -0.19

ORCA calculation (wB97M-V/def2-TZVPD) on 3 unconnected molecules or ions with the total composition C4H13NO2.

Element x y z (Å)
C 2.2460 0.6276 1.0268
C 1.1642 -0.0381 1.7875
C 0.2590 -0.8252 1.0257
N 0.1087 -0.6690 -0.3078
C 1.1807 0.1166 3.2757
H 2.3005 0.2473 -0.0081
H 1.8968 1.6509 0.7590
H 3.3038 0.5771 1.3107
H -0.2919 -1.7285 1.3212
H -0.5472 -1.2374 -0.8492
H 0.7711 -0.1370 -0.8419
H 1.6310 -0.6923 3.9029
H 1.7243 0.9957 3.6017
H 0.0906 0.2965 3.6600
H -0.8735 1.2573 -0.9261
H -2.2033 1.1743 -0.5072
O -1.7321 1.5099 -1.2848
H -1.9738 -1.6738 -3.9890
H -2.5236 -0.4168 -3.4444
O -2.4400 -0.8839 -4.2898

Output
- 2S+1 = 2
- relative energy (zero: lowest compared OMol25 entry of this formula, charge and spin) (kcal/mol) = 29.88
- ⟨S²⟩ = 0.76
- net charge = +1
- F_max (eV Å⁻¹) = 2.62
- total energy (Eh) = -365.0994
- LUMO level (alpha / beta) (eV) = -4.4 / -7.2

Here are the Löwdin charges for atoms 1 to 6, given in e: -0.03, -0.20, -0.01, 0.16, -0.02, 0.08

ORCA calculation (wB97M-V/def2-TZVPD) on 3 unconnected molecules or ions with the total composition C5H5NO.

Element x y z (Å)
O -1.7903 -1.1526 2.1287
C -1.1482 -1.2330 1.1988
C -0.5669 1.0822 0.3214
C 0.9018 0.8923 0.5602
C 0.1626 0.9894 -0.7346
C 0.3590 -1.6447 -1.5385
N 0.8591 -1.7222 -2.5752
H -0.1203 -1.6492 -0.5771
H -1.4831 1.4682 0.7367
H 1.2910 -0.0690 0.9155
H 1.4915 1.7535 0.8857
H 0.2492 1.1773 -1.7936

Output
- relative energy (zero: lowest compared OMol25 entry of this formula, charge and spin) (kcal/mol) = 92.86
- F_max (eV Å⁻¹) = 1.55
- total energy (Eh) = -323.3717
- LUMO level (eV) = 0.5

Here are the Löwdin charges for atoms 1 to 6, given in e: 0.11, 0.03, -0.15, -0.16, -0.11, -0.11

ORCA calculation (wB97M-V/def2-TZVPD) on a molecular structure, C45H37N7O6P2RuS.

Element x y z (Å)
Ru -0.0615 0.3170 0.4642
N 1.6134 3.3710 3.3482
C 1.3478 2.2614 2.6532
S 0.6323 2.4994 1.0395
N 1.5948 1.1004 3.1322
N 1.3189 0.0280 2.3836
C 1.9196 -1.0779 2.6635
C 2.8764 -1.2306 3.7739
C 2.7209 -2.2978 4.6636
C 3.6253 -2.4762 5.6949
C 4.7068 -1.6152 5.8271
C 4.8705 -0.5601 4.9407
C 3.9506 -0.3541 3.9264
C 1.6555 -2.2246 1.7865
C 2.5782 -3.2607 1.6854
C 2.3186 -4.3218 0.8351
C 1.1139 -4.3434 0.1556
C 0.2545 -3.2678 0.3062
N 0.5280 -2.2058 1.0608
H 1.4748 4.2820 2.9493
H 2.0590 3.2949 4.2486
H 1.8756 -2.9676 4.5599
H 3.4892 -3.2905 6.3938
H 5.4249 -1.7714 6.6209
H 5.7205 0.1015 5.0405
H 4.0818 0.4604 3.2278
H 3.4955 -3.2223 2.2531
H 3.0392 -5.1193 0.7158
H 0.8427 -5.1664 -0.4905
H -0.7015 -3.2806 -0.1904
C -3.4136 0.6036 -2.4195
N -2.4138 0.4857 -1.3536
P -1.7452 1.7384 -0.4372
C -2.9423 2.2319 0.8287
C -4.1695 2.7828 0.4558
C -5.1168 3.0658 1.4249
C -4.8479 2.8040 2.7617
C -3.6304 2.2528 3.1352
C -2.6779 1.9689 2.1716
C -1.5032 3.0855 -1.5900
C -0.9499 2.7942 -2.8411
C -0.8482 3.7987 -3.7856
C -1.2831 5.0850 -3.4866
C -1.8012 5.3768 -2.2323
C -1.9031 4.3845 -1.2720
P -1.8752 -0.9281 -0.5711
C -2.0300 -2.1662 -1.8643
C -2.8353 -3.2915 -1.6946
C -2.9421 -4.2040 -2.7323
C -2.2376 -4.0035 -3.9122
C -1.4192 -2.8903 -4.0672
C -1.3046 -1.9686 -3.0414
C -3.0461 -1.3141 0.7595
C -2.5392 -1.6331 2.0209
C -3.4040 -1.8531 3.0815
C -4.7721 -1.7337 2.8902
C -5.2801 -1.4114 1.6375
C -4.4239 -1.2121 0.5679
H -3.9421 1.5511 -2.3301
H -4.1371 -0.2065 -2.3531
H -2.9406 0.5626 -3.4003
H -4.3826 2.9967 -0.5840
H -6.0656 3.4995 1.1382
H -5.5865 3.0410 3.5159
H -3.4268 2.0516 4.1787
H -1.7200 1.5515 2.4623
H -0.5966 1.7947 -3.0557
H -0.4283 3.5814 -4.7585
H -1.2078 5.8649 -4.2324
H -2.1262 6.3822 -2.0005
H -2.2873 4.6158 -0.2876
H -3.3752 -3.4439 -0.7683
H -3.5736 -5.0746 -2.6159
H -2.3260 -4.7215 -4.7166
H -0.8676 -2.7488 -4.9871
H -0.6645 -1.0980 -3.1364
H -1.4675 -1.7177 2.1632
H -3.0129 -2.1189 4.0550
H -5.4466 -1.8935 3.7212
H -6.3488 -1.3252 1.4916
H -4.8262 -0.9699 -0.4074
O 0.7810 0.4377 -1.8445
C 1.9320 0.2041 -1.4026
O 2.1205 -0.1451 -0.2081
C 3.1500 0.3808 -2.2607
C 3.5217 -0.5463 -3.2194
C 4.6930 -0.3409 -3.9279
C 5.4975 0.7634 -3.7233
C 5.0972 1.6728 -2.7625
C 3.9435 1.4940 -2.0218
N 5.9290 2.8652 -2.4999
O 5.5605 3.6072 -1.6085
O 6.9084 3.0182 -3.1923
N 5.1010 -1.3520 -4.9268
O 6.0907 -1.1147 -5.5800
O 4.3941 -2.3363 -5.0301
H 2.9320 -1.4274 -3.4301
H 6.4076 0.9068 -4.2871
H 3.6858 2.2275 -1.2706

Output
- 2S+1 = 5
- relative energy (zero: lowest compared OMol25 entry of this formula, charge and spin) (kcal/mol) = 0.00
- ⟨S²⟩ = 6.03
- net charge = +2
- F_max (eV Å⁻¹) = 2.54
- total energy (Eh) = -3746.8541
- LUMO level (alpha / beta) (eV) = -6.7 / -8.0

Here are the Löwdin charges for atoms 1 to 6, given in e: 1.04, 0.12, -0.75, 0.74, 0.02, -0.02

ORCA calculation (wB97M-V/def2-TZVPD) on a molecular structure, C17H33HfNO3P2.

Element x y z (Å)
Hf -0.5025 0.2757 0.0541
P -1.7039 -0.2983 -2.4204
P 1.3552 0.4781 2.3062
N 1.2022 -0.1924 -0.7010
H -0.8382 -1.0513 -1.1141
C -1.8215 1.1417 -3.5698
H -2.5354 0.9818 -4.3917
H -0.8422 1.3608 -4.0134
H -2.1402 2.0402 -3.0290
C -3.4033 -0.9580 -2.2885
H -3.7930 -1.3426 -3.2467
H -4.0740 -0.1756 -1.9057
H -3.3688 -1.7634 -1.5454
C -0.6588 -1.5335 -3.2939
H -1.2027 -2.0342 -4.0988
H -0.3438 -2.2596 -2.5443
H 0.2526 -1.0422 -3.6384
C 2.1168 2.1280 2.4994
H 2.7053 2.1969 3.4286
H 1.3127 2.8776 2.5100
H 2.7652 2.3312 1.6366
C 0.6818 0.2656 3.9852
H 1.4894 0.3841 4.7213
H 0.2293 -0.7279 4.0814
H -0.0854 1.0283 4.1648
C 2.7804 -0.6662 2.3102
H 3.4177 -0.5168 3.1928
H 3.3697 -0.5218 1.3982
H 2.3964 -1.6936 2.3045
C 2.2546 -0.7292 -1.3199
C 4.1449 -0.5647 -2.8266
C 3.0503 0.0220 -2.2271
C 2.6047 -2.0817 -1.0488
C 3.7065 -2.6444 -1.6598
C 4.4860 -1.9036 -2.5664
H 4.7707 0.0152 -3.5134
H 2.7776 1.0662 -2.3822
H 1.9906 -2.6120 -0.3225
H 3.9803 -3.6796 -1.4290
H 5.3467 -2.3651 -3.0547
C -1.5219 3.1264 1.1363
O -0.5453 2.2481 0.7579
C -2.1755 3.6616 -0.0615
H -3.2340 3.3801 0.0069
H -1.7110 3.1592 -0.9243
H -2.1341 4.7257 -0.2627
C -2.2692 2.6647 2.3178
H -2.1578 3.1574 3.2814
H -2.0751 1.6027 2.4775
H -3.3329 2.7385 2.0671
C -3.0198 -2.4275 2.1119
C -1.5657 -2.0464 2.1504
O -0.7453 -2.5862 2.8618
O -1.2722 -1.0350 1.3146
H -3.3525 -2.6781 3.1188
H -3.1506 -3.3226 1.4936
H -3.6113 -1.6049 1.7105

Output
- relative energy (zero: lowest compared OMol25 entry of this formula, charge and spin) (kcal/mol) = 115.63
- F_max (eV Å⁻¹) = 7.83
- total energy (Eh) = -1678.6874
- LUMO level (alpha / beta) (eV) = -2.1 / -2.1

Here are the Löwdin charges for atoms 1 to 6, given in e: 1.11, 0.64, 0.77, -0.21, -0.13, -0.30